w.
4 unconnected molecules or ions with the total composition C2H12N2O3, computed with ωB97M-V with the def2-TZVPD basis set.

Positions of all 19 atoms, in Å:
C 0.72 -1.56 1.20
N 0.18 -1.16 2.46
C -0.89 -0.50 2.58
N -1.95 -0.42 1.67
H 1.76 -1.86 1.38
H 0.35 -2.48 0.72
H 0.68 -0.79 0.42
H -1.02 0.20 3.41
H -1.67 -0.54 0.70
H -2.49 0.42 1.84
O 2.98 0.67 -2.78
H 3.13 -0.28 -2.75
H 3.77 1.04 -3.19
O -2.16 -0.69 -1.46
H -3.06 -0.77 -1.79
H -1.67 -0.55 -2.28
O 0.81 3.00 -1.47
H 0.24 3.31 -2.18
H 1.30 2.24 -1.81

Results
net charge	0
frontier orbital gap	8.757	eV
lowest unoccupied orbital energy	0.27	eV
SMILES string	C/N=C\N.O.O.O

Atom charges from the Mulliken analysis, given in e for atoms 1 to 6:
1 C -0.727
2 N -0.501
3 C 0.139
4 N -0.454
5 H 0.277
6 H 0.294

***

x.
4 unconnected molecules or ions with the total composition C2H12N2O3, computed with ωB97M-V with the def2-TZVPD basis set.

Positions of all 19 atoms, in Å:
H 2.41 -0.58 -2.83
N 2.42 0.24 -2.23
C 1.30 0.44 -1.67
N 0.85 1.54 -0.98
C -0.57 1.89 -0.97
H 0.54 -0.45 -1.66
H 1.36 2.42 -0.96
H -1.29 1.09 -1.08
H -0.80 2.64 -1.75
H -0.79 2.30 0.03
O -3.04 -1.08 2.24
H -3.59 -0.32 2.46
H -2.18 -0.65 2.03
O 0.73 -3.24 -0.40
H -0.14 -3.49 -0.72
H 1.03 -3.92 0.21
O 0.46 0.69 2.52
H 0.76 -0.19 2.24
H 0.54 0.66 3.53

Results
net charge	0
frontier orbital gap	9.095	eV
lowest unoccupied orbital energy	0.41	eV
SMILES string	[H]/N=C/NC.O.O.O

Atom charges from the Mulliken analysis, given in e for atoms 1 to 6:
1 H 0.277
2 N -0.717
3 C 0.232
4 N -0.192
5 C -0.885
6 H 0.122

***

Which of them is most stable? Easy: w.

***

w.
4 unconnected molecules or ions with the total composition C2H12N2O3, computed with ωB97M-V with the def2-TZVPD basis set.

Positions of all 19 atoms, in Å:
C 2.09 -0.33 0.02
N 1.09 -0.36 -1.13
C 0.54 0.77 -1.58
N 0.35 2.10 -0.95
H 2.76 0.50 -0.25
H 2.46 -1.34 0.16
H 1.64 0.08 0.96
H -0.09 0.74 -2.46
H 1.23 2.44 -0.60
H -0.14 2.76 -1.61
O -0.54 -0.18 3.38
H -1.30 0.31 3.73
H -0.05 0.51 2.92
O -1.62 -2.47 -1.08
H -1.76 -3.30 -1.54
H -0.66 -2.30 -1.01
O -1.85 0.39 0.28
H -2.63 0.03 -0.12
H -1.51 -0.36 0.86

Results
net charge	0
frontier orbital gap	9.925	eV
lowest unoccupied orbital energy	0.70	eV
SMILES string	C/N=C\N.O.O.O

Atom charges from the Mulliken analysis, given in e for atoms 1 to 6:
1 C -0.687
2 N -0.420
3 C 0.030
4 N -0.423
5 H 0.332
6 H 0.259

***

x.
4 unconnected molecules or ions with the total composition C2H12N2O3, computed with ωB97M-V with the def2-TZVPD basis set.

Positions of all 19 atoms, in Å:
H -1.72 -0.10 -2.31
N -0.84 0.11 -1.85
C -0.50 -0.99 -1.24
N 0.67 -1.14 -0.61
C 0.92 -2.01 0.57
H -1.17 -1.85 -1.27
H 1.23 -0.30 -0.58
H 1.53 -2.84 0.21
H 1.35 -1.36 1.32
H -0.02 -2.33 0.97
O -0.28 2.17 1.60
H -0.89 2.89 1.35
H 0.30 2.10 0.82
O -1.10 -0.35 1.83
H -1.51 -0.23 0.97
H -0.93 0.58 2.06
O 1.05 1.90 -0.90
H 0.28 1.48 -1.34
H 1.61 2.26 -1.59

Results
net charge	0
frontier orbital gap	10.041	eV
lowest unoccupied orbital energy	0.83	eV
SMILES string	[H]/N=C/NC.O.O.O

Atom charges from the Mulliken analysis, given in e for atoms 1 to 6:
1 H 0.204
2 N -0.648
3 C -0.099
4 N -0.224
5 C -0.844
6 H 0.403

***

Which of them is most stable? Easy: x.

***

w.
A single C2H2ClNS2 molecule, computed with ωB97M-V with the def2-TZVPD basis set.

Positions of all 8 atoms, in Å:
C 0.13 1.20 0.05
C 0.31 -0.05 0.51
N -1.06 -0.10 -1.75
S -0.71 1.34 -1.55
S -0.25 -1.45 -0.31
Cl 0.41 -2.86 1.06
H 0.55 2.00 0.51
H 0.62 -0.10 1.49

Results
net charge	0
frontier orbital gap (alpha / beta)	7.800 / 7.801	eV
lowest unoccupied orbital energy (alpha / beta)	-1.30 / -1.30	eV

Atom charges from the Mulliken analysis, given in e for atoms 1 to 6:
1 C -0.501
2 C -0.177
3 N -0.392
4 S 0.248
5 S 0.301
6 Cl -0.321

***

x.
2 unconnected molecules or ions with the total composition C2H2ClNS2, computed with ωB97M-V with the def2-TZVPD basis set.

Positions of all 8 atoms, in Å:
S 0.62 -2.34 0.37
N 1.87 -1.41 0.34
S 2.46 0.00 0.31
Cl 1.53 1.94 0.16
C -1.52 0.47 -0.90
C -1.72 0.61 0.26
H -1.44 0.20 -1.87
H -1.79 0.53 1.33

Results
net charge	0
frontier orbital gap	7.244	eV
lowest unoccupied orbital energy	-1.69	eV
SMILES string	S=NSCl.C#C

Atom charges from the Mulliken analysis, given in e for atoms 1 to 6:
1 S -0.034
2 N -0.040
3 S 0.297
4 Cl -0.240
5 C -0.414
6 C -0.311

***

Which of them is most stable? Easy: w.

***

w.
2 unconnected molecules or ions with the total composition CH2N2O2S, computed with ωB97M-V with the def2-TZVPD basis set.

Positions of all 8 atoms, in Å:
C -2.50 1.08 0.86
N 0.06 -1.17 -0.07
N 0.66 -0.34 -0.76
O 1.69 0.27 -0.06
O 0.52 0.02 -1.89
S -1.44 1.86 1.64
H 1.71 -0.11 0.84
H -0.70 -1.61 -0.57

Results
net charge	0
frontier orbital gap	10.600	eV
lowest unoccupied orbital energy	-0.20	eV

Atom charges from the Mulliken analysis, given in e for atoms 1 to 6:
1 C 0.036
2 N -0.739
3 N 1.153
4 O -0.467
5 O -0.606
6 S -0.038

***

x.
A single CH2N2O2S molecule, computed with ωB97M-V with the def2-TZVPD basis set.

Positions of all 8 atoms, in Å:
C -0.88 0.82 -0.81
N 0.06 0.42 -1.36
N -0.65 -0.63 1.16
O 2.19 0.95 0.21
O 0.64 -1.08 0.71
S 1.69 -0.37 -0.12
H -1.77 1.25 -0.51
H -1.28 -1.36 0.72

Results
net charge	0
frontier orbital gap (alpha / beta)	7.614 / 7.621	eV
lowest unoccupied orbital energy (alpha / beta)	-1.02 / -1.02	eV

Atom charges from the Mulliken analysis, given in e for atoms 1 to 6:
1 C 0.255
2 N -0.498
3 N -0.533
4 O -0.410
5 O -0.120
6 S 0.714

***

Which of them is most stable? Easy: x.

***

w.
A single CH2N2O2S molecule, computed with ωB97M-V with the def2-TZVPD basis set.

Positions of all 8 atoms, in Å:
C 0.75 -0.68 -0.06
N -0.33 -1.27 -0.32
N 0.78 0.67 0.11
O -2.34 -0.07 0.89
O -0.44 1.25 -0.29
S -1.67 0.03 -0.36
H 1.69 -1.19 0.11
H 1.57 1.26 -0.09

Results
net charge	0
frontier orbital gap	10.381	eV
lowest unoccupied orbital energy	0.62	eV

Atom charges from the Mulliken analysis, given in e for atoms 1 to 6:
1 C 0.126
2 N -0.483
3 N -0.098
4 O -0.443
5 O -0.298
6 S 0.582

***

x.
3 unconnected molecules or ions with the total composition CH2N2O2S, computed with ωB97M-V with the def2-TZVPD basis set.

Positions of all 8 atoms, in Å:
O 0.12 -0.58 -1.98
C 0.70 0.43 -1.89
O 1.30 1.37 -1.80
N 0.26 2.68 1.56
N -0.57 3.03 0.88
S -0.60 -1.66 1.19
H 0.24 -2.50 0.44
H -1.45 -2.77 1.60

Results
net charge	0
frontier orbital gap	10.215	eV
lowest unoccupied orbital energy	0.48	eV
SMILES string	O=C=O.N#N.S

Atom charges from the Mulliken analysis, given in e for atoms 1 to 6:
1 O -0.381
2 C 0.689
3 O -0.303
4 N 0.009
5 N -0.002
6 S -0.333

***

y.
A molecular structure, CH2N2O2S, computed with ωB97M-V with the def2-TZVPD basis set.

Positions of all 8 atoms, in Å:
C -0.93 -1.30 0.49
N -0.50 -0.97 -0.78
N -0.18 -0.90 1.42
O 0.43 2.47 -0.74
O 0.98 -0.26 0.95
S 0.86 -0.27 -0.75
H -1.85 -1.72 0.71
H 1.20 2.95 -1.30

Results
net charge	0
frontier orbital gap (alpha / beta)	10.462 / 6.443	eV
lowest unoccupied orbital energy (alpha / beta)	-1.00 / -1.71	eV

Atom charges from the Mulliken analysis, given in e for atoms 1 to 6:
1 C 0.069
2 N -0.291
3 N -0.218
4 O -0.467
5 O -0.131
6 S 0.332

***

z.
A single CH2N2O2S molecule, computed with ωB97M-V with the def2-TZVPD basis set.

Positions of all 8 atoms, in Å:
N 0.09 0.24 -0.03
C 1.45 0.40 0.00
S 2.23 1.89 0.01
N 2.28 -0.65 0.46
O 2.27 -2.01 0.07
O 3.30 -1.17 -0.34
H -0.16 -0.72 0.29
H -0.69 0.87 -0.20

Results
net charge	0
frontier orbital gap	8.965	eV
lowest unoccupied orbital energy	-0.06	eV
SMILES string	NC(=S)n1oo1

Atom charges from the Mulliken analysis, given in e for atoms 1 to 6:
1 N -0.318
2 C 0.317
3 S -0.303
4 N 0.088
5 O -0.152
6 O -0.083

***

Which of them is most stable? Easy: x.

***

w.
3 unconnected molecules or ions with the total composition CH2N2O2S, computed with ωB97M-V with the def2-TZVPD basis set.

Positions of all 8 atoms, in Å:
O -0.99 1.37 -1.89
C -1.15 0.75 -2.84
O -1.27 0.17 -3.83
N 1.76 -1.64 -2.50
N 0.83 -1.08 -2.35
S 0.81 0.13 0.75
H 0.19 1.29 0.45
H -0.04 -0.89 0.55

Results
net charge	0
frontier orbital gap	10.286	eV
lowest unoccupied orbital energy	0.57	eV
SMILES string	O=C=O.N#N.S

Atom charges from the Mulliken analysis, given in e for atoms 1 to 6:
1 O -0.359
2 C 0.750
3 O -0.371
4 N -0.265
5 N 0.256
6 S -0.327

***

x.
A molecular structure, CH2N2O2S, computed with ωB97M-V with the def2-TZVPD basis set.

Positions of all 8 atoms, in Å:
C 0.11 1.04 0.35
N 0.24 -0.79 -2.64
N -0.64 0.17 0.89
O 1.44 -1.23 -0.38
O -1.03 -0.91 0.24
S 0.40 -0.59 -1.20
H 0.40 1.89 0.89
H -0.91 0.42 1.86

Results
net charge	0
frontier orbital gap (alpha / beta)	8.763 / 8.764	eV
lowest unoccupied orbital energy (alpha / beta)	-1.53 / -1.53	eV

Atom charges from the Mulliken analysis, given in e for atoms 1 to 6:
1 C -0.168
2 N -0.420
3 N 0.209
4 O -0.459
5 O -0.427
6 S 0.674

***

Which of them is most stable? Easy: w.